{
  "formula": "C4H6NO3",
  "method": "ωB97M-V with the def2-TZVPD basis set",
  "energy_ev": -11868.6835,
  "de_lowest_ev": 1.8063,
  "lumo_ev": -4.5,
  "total_charge": 1,
  "elements": ["C", "C", "C", "C", "N", "O", "O", "O", "H", "H", "H", "H", "H", "H"],
  "positions_angstrom": [[0.1751, 1.5259, 0.5312], [1.2957, 0.8165, 0.3648], [-1.0012, 0.8966, -0.0408], [-0.8124, -0.6893, 0.0339], [1.2104, -0.3578, -0.4032], [-2.0379, 1.1897, -0.5765], [-1.2769, -1.4804, -0.9151], [-0.7593, -1.1119, 1.2086], [0.0262, 2.5416, 1.0653], [2.2784, 1.0343, 0.6639], [1.4839, -0.2935, -1.3988], [2.1170, -0.8829, -0.0201], [-1.5746, -1.1578, -1.7849], [-1.1244, -2.0309, 1.2718]],
  "lowdin_charge": [0.04, -0.11, -0.28, -0.38, 0.07, 0.18, 0.20, 0.24, 0.18, 0.12, 0.16, 0.20, 0.18, 0.21]
}